{"formula": "C17H17ClN4O2S", "method": "the ωB97M-V functional and the def2-TZVPD basis", "gap_ev": 8.67, "smiles": "COc1cc(CNn2cn[nH]c2=S)cc(Cl)c1OCc1ccccc1", "max_force_ev_per_a": 1.0, "relative_energy_ev": 2.481, "e_lumo_ev": 0.617, "elements": ["C", "H", "O", "C", "C", "C", "C", "C", "C", "O", "C", "C", "C", "C", "C", "C", "C", "H", "H", "H", "H", "H", "H", "H", "Cl", "H", "C", "N", "N", "C", "N", "N", "C", "S", "H", "H", "H", "H", "H", "H", "H", "H"], "xyz": [[-3.712, 0.751, -1.028], [-4.493, 0.065, -0.685], [-2.689, 0.890, -0.071], [-1.911, -0.191, 0.214], [-2.161, -1.472, -0.252], [-1.351, -2.542, 0.110], [-0.288, -2.336, 0.974], [-0.016, -1.055, 1.419], [-0.788, 0.040, 1.038], [-0.425, 1.252, 1.517], [-0.507, 2.388, 0.655], [0.705, 3.239, 0.926], [0.601, 4.454, 1.587], [1.734, 5.205, 1.851], [2.980, 4.741, 1.466], [3.091, 3.525, 0.812], [1.958, 2.779, 0.542], [2.041, 1.830, 0.032], [4.062, 3.160, 0.512], [3.864, 5.325, 1.677], [1.644, 6.152, 2.364], [-0.370, 4.814, 1.895], [-0.508, 2.066, -0.391], [-1.433, 2.936, 0.862], [1.347, -0.778, 2.436], [0.348, -3.151, 1.283], [-1.496, -3.863, -0.595], [-0.730, -3.857, -1.856], [0.607, -3.570, -1.650], [1.569, -4.427, -1.210], [2.708, -3.835, -1.080], [2.492, -2.553, -1.449], [1.200, -2.332, -1.795], [0.481, -0.959, -2.332], [3.230, -1.870, -1.413], [1.393, -5.461, -1.000], [-1.087, -3.110, -2.459], [-2.530, -4.071, -0.869], [-1.115, -4.683, 0.017], [-2.991, -1.654, -0.917], [-3.315, 0.408, -1.988], [-4.136, 1.747, -1.147]], "lowdin_charge": [-0.07, 0.10, -0.09, -0.21, -0.01, -0.24, -0.09, -0.58, -0.24, -0.05, -0.12, -0.19, -0.04, -0.09, -0.09, -0.08, -0.03, 0.11, 0.10, 0.10, 0.10, 0.11, 0.14, 0.13, 0.73, 0.11, -0.13, 0.02, -0.10, -0.13, 0.07, 0.03, -0.83, 0.64, 0.15, 0.13, 0.09, 0.12, 0.12, 0.11, 0.10, 0.10]}

{"formula": "C17H17F3N6O2S", "method": "the ωB97M-V functional and the def2-TZVPD basis", "gap_ev": 8.98, "smiles": "Cc1nc(-n2cnn(CCCC(F)(F)F)c2=O)sc1C(=O)NCc1cccnc1", "max_force_ev_per_a": 7.2, "e_lumo_ev": 0.408, "elements": ["O", "O", "F", "F", "F", "N", "N", "N", "S", "C", "C", "C", "C", "C", "C", "C", "C", "C", "C", "C", "N", "N", "N", "C", "C", "C", "C", "C", "C", "H", "H", "H", "H", "H", "H", "H", "H", "H", "H", "H", "H", "H", "H", "H", "H", "H"], "xyz": [[0.588, 4.275, 1.308], [0.030, -1.663, -1.090], [-3.273, -2.943, -3.072], [-3.846, -5.028, -3.390], [-2.294, -4.457, -1.926], [2.429, -1.963, -3.457], [2.713, 1.471, -1.300], [-3.002, 0.861, 3.548], [1.050, 0.711, 0.459], [0.967, 3.243, 1.655], [1.038, -1.604, -1.833], [2.805, -0.854, -2.856], [2.012, 0.472, -1.024], [1.531, 2.339, 0.637], [2.483, 2.518, -0.390], [-3.001, 0.381, 4.852], [-2.045, 1.808, 3.302], [-2.311, 1.021, 5.891], [-1.429, 2.119, 5.596], [-1.234, 2.415, 4.293], [1.953, -0.579, -1.844], [0.636, 2.797, 2.867], [1.284, -2.341, -2.912], [3.166, 3.886, -0.608], [-0.278, 3.455, 3.738], [-2.793, -4.174, -3.186], [0.638, -3.631, -3.102], [-1.658, -4.377, -4.202], [-0.410, -3.453, -4.280], [3.754, -0.346, -3.128], [-3.656, -0.362, 5.111], [-2.094, 2.236, 2.333], [-2.521, 0.739, 6.849], [-0.860, 2.582, 6.359], [0.962, 1.855, 2.980], [3.199, 4.557, 0.256], [4.330, 3.795, -0.880], [2.547, 4.349, -1.461], [0.297, 3.848, 4.627], [-0.854, 4.269, 3.411], [1.331, -4.403, -3.294], [-0.012, -3.876, -2.257], [-2.141, -4.274, -5.115], [-1.486, -5.442, -4.082], [-0.783, -2.537, -4.345], [0.236, -3.691, -5.039]], "lowdin_charge": [0.14, 0.02, 0.16, 0.11, 0.08, 0.12, 0.12, 0.08, 1.13, -0.59, -0.45, -0.08, -0.55, -0.38, -0.32, -0.11, -0.08, -0.03, -0.02, -0.22, 0.05, 0.07, -0.07, -0.05, -0.13, -0.57, -0.06, -0.05, -0.09, 0.15, 0.07, 0.11, 0.06, 0.10, 0.13, 0.06, 0.11, 0.10, 0.14, 0.12, 0.11, 0.11, 0.10, 0.13, 0.07, 0.08]}

{"formula": "C17H17F3NO3", "method": "the ωB97M-V functional and the def2-TZVPD basis", "gap_ev": 4.38, "charge": -1, "max_force_ev_per_a": 4.5, "e_lumo_ev": 2.676, "elements": ["F", "C", "F", "F", "C", "C", "C", "C", "C", "C", "N", "C", "C", "H", "H", "H", "H", "H", "C", "C", "O", "C", "C", "C", "C", "O", "C", "C", "O", "H", "H", "H", "H", "H", "H", "H", "H", "H", "H", "H", "H"], "xyz": [[5.385, 2.960, -4.066], [5.163, 1.808, -3.362], [5.799, 0.818, -4.057], [5.820, 1.942, -2.159], [3.696, 1.536, -3.097], [3.258, 0.234, -2.859], [1.932, 0.021, -2.466], [1.029, 1.087, -2.347], [-0.411, 0.856, -2.011], [-1.399, 1.752, -2.556], [-2.287, 2.408, -2.945], [1.483, 2.373, -2.653], [2.813, 2.606, -3.016], [3.950, -0.600, -2.976], [1.586, -0.999, -2.299], [-0.745, -0.183, -1.969], [0.793, 3.213, -2.645], [3.161, 3.612, -3.240], [-2.585, -3.227, 3.195], [-2.542, -2.407, 4.455], [-2.022, -1.129, 4.086], [-1.815, -1.113, 2.678], [-2.806, -0.090, 2.036], [-2.500, 0.097, 0.567], [-1.044, 0.324, 0.318], [-0.608, 1.348, -0.318], [-0.096, -0.634, 0.933], [-0.344, -0.718, 2.413], [-2.051, -2.398, 2.156], [-1.964, -4.124, 3.250], [-3.605, -3.498, 2.907], [-3.543, -2.255, 4.867], [-1.877, -2.850, 5.201], [-3.817, -0.482, 2.189], [-2.745, 0.843, 2.608], [-2.742, -0.850, 0.061], [-3.101, 0.897, 0.121], [-0.297, -1.613, 0.481], [0.931, -0.333, 0.712], [-0.155, 0.229, 2.920], [0.300, -1.462, 2.885]], "lowdin_charge": [0.09, -0.52, 0.10, 0.09, -0.18, -0.04, -0.05, -0.21, -0.21, -0.27, 0.08, -0.03, -0.03, 0.11, 0.11, 0.13, 0.11, 0.11, -0.14, -0.16, -0.05, -0.50, -0.09, -0.13, -0.43, -0.04, -0.14, -0.09, -0.05, 0.12, 0.12, 0.12, 0.12, 0.12, 0.13, 0.12, 0.12, 0.12, 0.12, 0.13, 0.12]}

{"formula": "C17H17F9N2OPt", "method": "the ωB97M-V functional and the def2-TZVPD basis", "gap_ev": [5.37, 5.23], "charge": 2, "max_force_ev_per_a": 3.8, "relative_energy_ev": 1.157, "s2": 6.038, "multiplicity": 5, "e_lumo_ev": [-8.033, -11.561], "elements": ["C", "C", "H", "H", "H", "H", "H", "H", "C", "C", "C", "C", "H", "H", "H", "H", "N", "C", "C", "N", "C", "C", "C", "H", "H", "C", "H", "H", "Pt", "C", "H", "H", "H", "F", "C", "F", "F", "C", "O", "C", "F", "F", "F", "C", "F", "F", "F"], "xyz": [[-0.724, 1.222, 0.940], [-0.590, -0.848, 1.099], [0.228, 1.430, 1.433], [-1.520, 1.003, 1.676], [-1.073, 2.134, 0.418], [-0.019, -1.781, 1.029], [0.174, -0.329, 2.183], [-1.606, -1.032, 1.440], [0.479, 2.563, -2.095], [0.902, 3.386, -3.133], [1.127, 2.842, -4.403], [0.955, 1.474, -4.597], [0.282, 2.904, -1.081], [1.045, 4.447, -2.923], [1.440, 3.488, -5.219], [1.124, 0.994, -5.557], [0.282, 1.240, -2.311], [0.551, 0.671, -3.520], [0.408, -0.768, -3.537], [0.034, -1.304, -2.337], [-0.074, -2.638, -2.160], [0.510, -2.986, -4.475], [0.156, -3.504, -3.224], [-0.354, -2.950, -1.154], [0.047, -4.574, -3.053], [0.643, -1.614, -4.633], [0.920, -1.154, -5.579], [0.681, -3.666, -5.313], [-0.396, 0.008, -0.821], [-2.438, 0.010, -1.075], [-2.749, -0.959, -1.491], [-2.693, 0.820, -1.774], [-2.898, 0.181, -0.091], [1.691, -2.121, 4.421], [1.538, -0.919, 5.032], [1.218, -1.145, 6.334], [2.739, -0.291, 4.993], [0.463, -0.059, 4.267], [0.905, -0.029, 2.946], [-0.965, -0.687, 4.451], [-1.410, -0.584, 5.724], [-1.887, -0.065, 3.652], [-0.976, -1.999, 4.097], [0.461, 1.441, 4.761], [0.304, 1.572, 6.103], [1.613, 2.053, 4.406], [-0.552, 2.124, 4.151]], "lowdin_charge": [-0.17, -0.12, 0.06, 0.06, 0.06, 0.07, 0.01, 0.05, -0.02, 0.04, 0.02, 0.07, 0.12, 0.15, 0.14, 0.14, -0.07, -0.18, -0.17, -0.08, -0.03, 0.01, 0.04, 0.13, 0.14, 0.07, 0.14, 0.14, 1.28, -0.11, 0.05, 0.05, 0.04, 0.16, -0.48, 0.17, 0.17, -0.19, 0.02, -0.47, 0.19, 0.12, 0.16, -0.48, 0.18, 0.17, 0.15]}

{"formula": "C17H17IrN4OS2", "method": "the ωB97M-V functional and the def2-TZVPD basis", "gap_ev": [6.89, 4.74], "charge": 3, "max_force_ev_per_a": 4.9, "relative_energy_ev": 0.501, "s2": 0.769, "multiplicity": 2, "e_lumo_ev": [-11.041, -13.139], "elements": ["Ir", "C", "C", "N", "N", "C", "O", "C", "C", "C", "C", "C", "C", "C", "C", "C", "C", "C", "N", "H", "H", "H", "H", "H", "H", "H", "H", "H", "H", "H", "H", "S", "C", "N", "C", "C", "S", "H", "H", "H", "H", "H"], "xyz": [[-0.899, -0.097, -0.697], [-0.416, 1.191, 3.269], [-0.798, 0.994, 1.853], [-0.418, -0.037, 1.153], [0.376, -1.055, 1.626], [0.735, -1.835, 0.635], [0.367, -1.690, -0.602], [1.664, -2.945, 0.945], [2.061, -3.191, 2.310], [2.947, -4.213, 2.625], [3.456, -4.991, 1.610], [3.064, -4.749, 0.251], [2.167, -3.727, -0.069], [-1.605, 1.977, 1.092], [-2.052, 3.157, 1.638], [-2.736, 4.066, 0.823], [-2.935, 3.760, -0.505], [-2.464, 2.544, -0.998], [-1.826, 1.674, -0.224], [0.097, 0.317, 3.656], [-1.302, 1.395, 3.873], [0.244, 2.059, 3.350], [1.654, -2.559, 3.088], [3.233, -4.387, 3.653], [4.157, -5.789, 1.820], [3.473, -5.374, -0.533], [1.880, -3.550, -1.096], [-1.862, 3.388, 2.677], [-3.089, 5.003, 1.234], [-3.440, 4.442, -1.175], [-2.597, 2.267, -2.036], [-2.515, -1.538, -1.127], [-4.135, -0.957, -0.842], [-5.109, -1.460, -1.551], [-6.475, -1.216, -1.046], [-6.370, 0.055, -0.211], [-4.648, 0.077, 0.420], [-4.940, -2.105, -2.316], [-6.776, -2.078, -0.449], [-7.160, -1.101, -1.883], [-7.051, 0.047, 0.636], [-6.524, 0.959, -0.797]], "lowdin_charge": [1.18, 0.03, -0.18, -0.13, 0.13, -0.41, -0.21, -0.06, 0.08, 0.07, 0.06, 0.05, 0.10, -0.22, 0.05, 0.03, 0.02, -0.08, -0.12, 0.09, 0.12, 0.13, 0.13, 0.15, 0.15, 0.14, 0.15, 0.14, 0.14, 0.14, 0.14, 0.74, -0.97, -0.01, -0.14, -0.33, 1.03, 0.17, 0.15, 0.15, 0.10, 0.10]}

{"formula": "C17H17MoO5", "method": "the ωB97M-V functional and the def2-TZVPD basis", "gap_ev": 2.93, "charge": 5, "max_force_ev_per_a": 8.3, "e_lumo_ev": -21.719, "elements": ["C", "O", "C", "C", "C", "C", "C", "O", "C", "C", "C", "H", "H", "H", "H", "H", "H", "H", "H", "H", "H", "H", "O", "C", "Mo", "C", "O", "C", "O", "H", "C", "C", "C", "C", "C", "H", "H", "H", "H", "H"], "xyz": [[5.678, -1.711, 2.042], [4.914, -0.488, 2.126], [3.561, -0.573, 2.105], [2.882, 0.678, 2.128], [1.499, 0.696, 2.030], [0.782, -0.498, 1.879], [-0.720, -0.386, 1.659], [-1.346, -1.624, 1.918], [-2.765, -1.548, 2.088], [1.445, -1.729, 1.900], [2.831, -1.780, 1.997], [6.708, -1.356, 2.052], [5.494, -2.362, 2.908], [5.482, -2.268, 1.115], [3.451, 1.601, 2.209], [0.925, 1.634, 2.048], [-1.149, 0.422, 2.284], [-3.092, -2.587, 2.004], [-3.014, -1.122, 3.076], [-3.251, -0.933, 1.305], [0.872, -2.651, 1.838], [3.339, -2.740, 1.979], [-5.681, 1.134, -3.422], [-4.556, 1.166, -3.150], [-2.452, 1.104, -2.412], [-3.056, 2.023, -0.613], [-3.493, 2.579, 0.312], [-2.727, -0.806, -1.725], [-2.950, -1.893, -1.360], [-0.821, -0.088, 0.623], [-0.273, 0.706, -2.716], [-0.993, 0.589, -3.972], [-1.585, 1.873, -4.275], [-1.250, 2.782, -3.203], [-0.441, 2.065, -2.232], [0.382, -0.049, -2.265], [-1.015, -0.304, -4.601], [-2.188, 2.108, -5.162], [-1.507, 3.843, -3.149], [0.077, 2.492, -1.367]], "lowdin_charge": [0.08, 0.17, -0.08, 0.18, 0.06, -0.03, -0.14, -0.15, -0.02, 0.12, 0.15, 0.14, 0.16, 0.15, 0.18, 0.16, 0.17, 0.13, 0.13, 0.07, 0.17, 0.16, 0.33, 0.09, 1.44, -0.01, 0.30, -0.05, 0.29, 0.11, -0.10, -0.06, -0.05, -0.04, -0.10, 0.16, 0.19, 0.19, 0.19, 0.16]}

{"formula": "C17H17N3O4", "method": "the ωB97M-V functional and the def2-TZVPD basis", "gap_ev": 7.38, "smiles": "O=C(Nc1ccccc1N1CCOCC1)c1ccccc1[N+](=O)[O-]", "max_force_ev_per_a": 1.4, "relative_energy_ev": 2.295, "e_lumo_ev": -0.770, "elements": ["O", "C", "N", "C", "C", "C", "C", "C", "C", "N", "C", "H", "C", "H", "O", "C", "C", "H", "H", "H", "H", "H", "H", "H", "H", "H", "H", "H", "C", "C", "C", "C", "C", "C", "N", "O", "O", "H", "H", "H", "H"], "xyz": [[-1.877, -2.541, -1.132], [-1.735, -1.529, -0.485], [-0.569, -1.049, 0.008], [0.724, -1.560, -0.157], [0.979, -2.861, -0.565], [2.284, -3.318, -0.631], [3.333, -2.486, -0.284], [3.086, -1.181, 0.109], [1.787, -0.700, 0.167], [1.438, 0.626, 0.551], [2.255, 1.260, 1.578], [2.755, 0.481, 2.153], [3.279, 2.246, 0.977], [2.861, 3.263, 0.947], [3.658, 1.843, -0.317], [2.583, 1.903, -1.235], [1.241, 1.526, -0.578], [0.599, 1.051, -1.321], [0.738, 2.422, -0.197], [2.514, 2.913, -1.668], [2.839, 1.195, -2.027], [4.196, 2.265, 1.568], [1.581, 1.805, 2.253], [3.910, -0.524, 0.342], [4.351, -2.844, -0.333], [2.477, -4.330, -0.951], [0.156, -3.504, -0.829], [-0.558, -0.159, 0.494], [-2.941, -0.731, -0.043], [-3.874, -1.380, 0.758], [-5.014, -0.727, 1.194], [-5.249, 0.591, 0.833], [-4.343, 1.251, 0.026], [-3.199, 0.590, -0.412], [-2.304, 1.305, -1.282], [-1.528, 0.660, -1.957], [-2.371, 2.517, -1.283], [-4.506, 2.270, -0.290], [-6.140, 1.099, 1.169], [-5.725, -1.251, 1.815], [-3.692, -2.408, 1.031]], "lowdin_charge": [0.10, -0.44, 0.15, -0.15, 0.00, -0.08, -0.08, -0.02, -0.18, -0.12, -0.13, 0.12, -0.19, 0.12, -0.15, -0.17, -0.14, 0.10, 0.13, 0.12, 0.13, 0.12, 0.12, 0.11, 0.10, 0.10, 0.10, 0.14, -0.05, 0.00, -0.05, -0.06, 0.01, -0.10, -0.33, 0.09, 0.09, 0.12, 0.11, 0.11, 0.13]}

{"formula": "C17H17N3OS", "method": "the ωB97M-V functional and the def2-TZVPD basis", "gap_ev": 8.18, "smiles": "COCCn1c(-c2ccccc2)cs/c1=N\\c1cccnc1", "max_force_ev_per_a": 1.1, "relative_energy_ev": 1.892, "e_lumo_ev": 0.640, "elements": ["C", "H", "O", "C", "C", "N", "C", "N", "C", "C", "C", "C", "N", "C", "H", "H", "H", "H", "S", "C", "C", "C", "C", "C", "C", "C", "C", "H", "H", "H", "H", "H", "H", "H", "H", "H", "H", "H", "H"], "xyz": [[-0.357, -2.194, -1.720], [-0.962, -2.690, -2.478], [-0.921, -2.545, -0.478], [-0.153, -2.201, 0.653], [-0.478, -0.818, 1.246], [-0.224, 0.268, 0.329], [1.063, 0.593, 0.022], [2.043, -0.106, 0.419], [3.374, 0.202, 0.280], [4.282, -0.824, 0.007], [5.628, -0.526, -0.069], [6.031, 0.786, 0.139], [5.186, 1.761, 0.427], [3.901, 1.482, 0.497], [3.252, 2.308, 0.760], [7.073, 1.071, 0.082], [6.353, -1.296, -0.285], [3.918, -1.829, -0.150], [1.074, 2.025, -1.051], [-0.663, 2.077, -0.984], [-1.186, 1.093, -0.228], [-2.626, 0.926, -0.004], [-3.269, -0.298, -0.179], [-4.636, -0.397, 0.012], [-5.377, 0.716, 0.372], [-4.745, 1.938, 0.537], [-3.380, 2.044, 0.349], [-2.885, 2.994, 0.487], [-5.318, 2.811, 0.815], [-6.443, 0.633, 0.520], [-5.123, -1.350, -0.126], [-2.710, -1.172, -0.475], [-1.191, 2.826, -1.536], [-1.525, -0.772, 1.546], [0.163, -0.683, 2.124], [0.916, -2.243, 0.422], [-0.386, -2.951, 1.416], [-0.379, -1.114, -1.900], [0.678, -2.542, -1.796]], "lowdin_charge": [-0.09, 0.09, -0.20, -0.19, -0.10, -0.04, -0.56, 0.09, -0.28, -0.02, -0.07, -0.17, 0.05, -0.13, 0.09, 0.10, 0.10, 0.11, 1.05, -0.35, -0.28, -0.17, -0.02, -0.07, -0.08, -0.08, -0.03, 0.12, 0.10, 0.10, 0.11, 0.10, 0.08, 0.12, 0.13, 0.10, 0.13, 0.08, 0.09]}